# 1
The following is a quantum chemistry calculation of the molecule C20H16F3NO2 in a non-equilibrium geometry, from OMol25.

Last column: Löwdin charge in e.
Element x y z (Å)
O -2.44 -3.46 -0.37  0.08
C -1.70 -2.50 -0.51  -0.43
N -2.10 -1.29 -0.95  0.08
H -1.43 -0.53 -0.95  0.12
C -3.49 -0.91 -1.07  -0.16
H -4.06 -1.83 -1.18  0.12
H -3.61 -0.30 -1.97  0.12
C -3.96 -0.13 0.17  -0.13
C -3.04 1.03 0.42  -0.25
C -1.95 0.90 1.27  -0.05
C -1.06 1.94 1.45  -0.09
C -1.26 3.14 0.79  -0.10
C -2.34 3.29 -0.05  -0.08
C -3.23 2.24 -0.24  -0.04
H -4.08 2.36 -0.90  0.11
H -2.50 4.22 -0.57  0.10
H -0.56 3.95 0.93  0.10
H -0.21 1.82 2.11  0.10
H -1.79 -0.04 1.79  0.12
H -4.98 0.21 0.00  0.12
H -3.95 -0.81 1.03  0.12
C -0.25 -2.56 -0.21  -0.15
C 0.53 -3.61 0.18  0.03
C 1.82 -3.08 0.39  0.02
C 1.74 -1.74 0.11  -0.20
C 2.75 -0.70 0.19  -0.08
C 3.80 -0.86 1.09  -0.01
C 4.77 0.11 1.25  -0.06
C 4.71 1.28 0.50  -0.06
C 3.68 1.45 -0.41  -0.01
C 2.71 0.47 -0.58  -0.05
C 1.67 0.69 -1.64  -0.56
F 1.98 1.70 -2.46  0.13
F 1.50 -0.38 -2.44  0.16
F 0.45 1.00 -1.15  0.14
H 3.64 2.35 -1.01  0.12
H 5.45 2.05 0.62  0.11
H 5.57 -0.04 1.95  0.11
H 3.84 -1.75 1.69  0.11
O 0.48 -1.43 -0.26  0.07
H 2.69 -3.63 0.69  0.11
H 0.21 -4.63 0.30  0.12

Computed properties:
- lowest unoccupied orbital energy (eV) = 0.04
- largest force on an atom (eV/A) = 1.33
- SMILES = O=C(NCCc1ccccc1)c1ccc(-c2ccccc2C(F)(F)F)o1
- HOMO-LUMO gap (eV) = 8.5
- net charge = 0
- molecular weight (g mol⁻¹) = 359.35
- HOMO level (Eh) = -0.3122

---

# 2
The following is a quantum chemistry calculation of a cluster of 2 separate species, C20H16N2O2 in total in a non-equilibrium geometry, from OMol25.

Last column: Löwdin charge in e.
Element x y z (Å)
N 1.39 -2.17 0.31  0.07
C 0.39 -3.09 0.10  -0.54
O -0.83 -2.93 0.27  0.01
C 1.03 -4.35 -0.38  0.00
C 2.36 -4.19 -0.27  0.01
C 2.62 -2.80 0.21  -0.51
O 3.73 -2.34 0.50  0.02
H 0.42 -5.17 -0.72  0.10
H 3.19 -4.86 -0.46  0.10
C -3.46 3.43 -1.98  0.00
N -2.43 2.67 -1.31  -0.07
C -1.64 3.12 -0.29  0.06
C -0.70 2.11 0.05  -0.13
C 0.35 2.25 0.95  0.09
C 0.97 1.26 1.75  -0.20
C 0.42 -0.03 1.97  0.00
C 1.14 -0.97 2.70  -0.06
C 2.39 -0.65 3.26  -0.03
C 2.87 0.66 3.17  -0.06
C 2.16 1.61 2.46  -0.02
C -0.98 0.99 -0.84  -0.11
C -0.29 -0.18 -1.10  0.00
C -0.71 -0.99 -2.17  -0.04
C -1.83 -0.65 -2.93  -0.06
C -2.51 0.57 -2.72  -0.01
C -2.06 1.36 -1.67  -0.16
H -3.83 2.82 -2.81  0.08
H -4.29 3.67 -1.30  0.10
H -3.06 4.38 -2.37  0.10
H -1.78 4.08 0.17  0.14
H 0.69 3.28 1.09  0.13
H -0.56 -0.29 1.57  0.13
H 0.73 -1.97 2.84  0.12
H 2.97 -1.44 3.74  0.12
H 3.81 0.93 3.67  0.11
H 2.48 2.66 2.42  0.11
H 0.53 -0.44 -0.44  0.08
H -0.16 -1.89 -2.39  0.11
H -2.17 -1.34 -3.70  0.11
H -3.34 0.88 -3.35  0.10

Computed properties:
- lowest unoccupied orbital energy (eV) = -2.20
- largest force on an atom (eV/A) = 1.53
- HOMO-LUMO gap (eV) = 5.2
- net charge = 0
- relative energy (zero: lowest compared OMol25 entry of this formula, charge and spin) (kJ/mol) = 314.9
- molecular weight (g mol⁻¹) = 316.36
- HOMO level (Eh) = -0.2712

---

# 3
The following is a quantum chemistry calculation of the molecule C20H16N2O4, from OMol25.

Last column: Löwdin charge in e.
Element x y z (Å)
C -3.87 -3.24 -1.68  -0.09
H -3.35 -2.98 -2.59  0.07
H -4.74 -2.60 -1.58  0.08
H -4.20 -4.27 -1.75  0.07
C -2.94 -3.07 -0.47  -0.21
C -2.48 -1.65 -0.37  -0.23
C -3.19 -0.72 0.37  0.06
C -2.78 0.61 0.43  -0.17
C -1.63 1.03 -0.25  -0.10
C -0.93 0.09 -1.02  -0.01
C -1.35 -1.22 -1.07  -0.03
H -0.79 -1.93 -1.65  0.12
H -0.05 0.39 -1.56  0.12
C -1.25 2.42 -0.11  -0.11
C -2.03 3.23 0.64  0.08
C -3.23 2.77 1.31  -0.44
O -3.97 3.46 1.97  0.12
O -3.54 1.45 1.17  0.13
H -1.79 4.28 0.78  0.13
C 0.00 2.93 -0.77  -0.10
O 1.10 2.15 -0.30  0.00
C 2.26 2.33 -0.96  -0.43
O 2.40 3.11 -1.86  0.14
C 3.29 1.43 -0.42  -0.14
N 4.57 1.59 -0.74  0.13
N 5.25 0.63 -0.14  0.05
C 4.45 -0.20 0.59  -0.19
C 4.73 -1.33 1.36  -0.02
C 3.66 -1.95 1.96  -0.08
C 2.35 -1.48 1.81  -0.08
C 2.07 -0.36 1.05  -0.01
C 3.13 0.29 0.43  -0.09
H 1.06 0.00 0.94  0.10
H 1.55 -2.00 2.30  0.10
H 3.83 -2.83 2.56  0.10
H 5.74 -1.69 1.47  0.11
H 6.25 0.59 -0.25  0.17
H 0.16 3.98 -0.52  0.14
H -0.07 2.84 -1.86  0.15
H -4.08 -1.01 0.92  0.13
H -2.08 -3.73 -0.58  0.11
H -3.48 -3.35 0.44  0.11

Computed properties:
- lowest unoccupied orbital energy (eV) = -0.12
- largest force on an atom (eV/A) = 0.95
- SMILES = CCc1ccc2c(COC(=O)c3n[nH]c4ccccc34)cc(=O)oc2c1
- HOMO-LUMO gap (eV) = 8.8
- net charge = 0
- relative energy (zero: lowest compared OMol25 entry of this formula, charge and spin) (kJ/mol) = 101.9
- molecular weight (g mol⁻¹) = 348.36
- HOMO level (Eh) = -0.3265

---

# 4
The following is a quantum chemistry calculation of the molecule C20H16N2O5 in a non-equilibrium geometry, from OMol25.

Last column: Löwdin charge in e.
Element x y z (Å)
O -4.20 -1.88 1.41  0.09
C -3.14 -1.78 0.82  -0.43
N -2.32 -2.87 0.68  0.14
C -1.00 -2.95 0.24  -0.25
C -0.56 -4.11 -0.39  -0.03
C 0.74 -4.21 -0.83  -0.07
C 1.63 -3.16 -0.67  -0.01
C 1.20 -2.00 -0.03  -0.20
C -0.10 -1.91 0.44  0.04
H -0.42 -1.02 0.96  0.12
N 2.03 -0.90 0.18  0.15
C 3.34 -0.73 -0.17  -0.40
O 4.04 -1.55 -0.72  0.09
C 3.86 0.60 0.21  -0.18
C 5.11 1.12 0.04  0.01
C 5.07 2.43 0.58  -0.05
C 3.80 2.60 1.04  -0.11
O 3.06 1.51 0.82  0.04
H 3.32 3.43 1.52  0.12
H 5.87 3.13 0.62  0.10
H 5.95 0.62 -0.41  0.12
H 1.59 -0.12 0.64  0.14
H 2.64 -3.24 -1.03  0.10
H 1.08 -5.12 -1.31  0.11
H -1.25 -4.94 -0.52  0.11
H -2.75 -3.74 0.97  0.16
C -2.70 -0.52 0.17  -0.17
C -2.80 0.67 0.87  0.07
C -2.43 1.87 0.28  -0.19
C -2.01 1.88 -1.05  -0.20
C -1.93 0.69 -1.76  0.02
C -2.26 -0.51 -1.16  -0.03
H -2.20 -1.42 -1.72  0.12
H -1.60 0.73 -2.79  0.12
O -1.68 3.05 -1.70  -0.02
C -2.13 4.20 -1.03  -0.15
C -1.80 4.10 0.46  -0.15
H -2.12 4.99 1.00  0.13
O -2.48 3.01 1.04  -0.02
H -0.71 3.97 0.58  0.14
H -1.62 5.05 -1.49  0.13
H -3.22 4.31 -1.15  0.14
H -3.15 0.68 1.89  0.14

Computed properties:
- lowest unoccupied orbital energy (eV) = 0.42
- largest force on an atom (eV/A) = 1.31
- SMILES = O=C(Nc1cccc(NC(=O)c2ccco2)c1)c1ccc2c(c1)OCCO2
- HOMO-LUMO gap (eV) = 8.8
- net charge = 0
- relative energy (zero: lowest compared OMol25 entry of this formula, charge and spin) (kJ/mol) = 0.0
- molecular weight (g mol⁻¹) = 364.36
- HOMO level (Eh) = -0.3087

---

# 5
The following is a quantum chemistry calculation of a structure of composition C20H17CeN5S in a non-equilibrium geometry, from OMol25.

Last column: Löwdin charge in e.
Element x y z (Å)
Ce 0.29 0.86 -0.15  1.36
N -4.23 1.31 -1.06  0.13
C -3.01 0.87 -0.75  -0.82
S -1.79 1.08 -1.99  0.69
N -2.89 0.29 0.42  0.03
N -1.66 -0.18 0.75  -0.17
C -1.59 -1.11 1.63  0.00
C -0.30 -1.74 1.90  -0.24
C -0.18 -2.73 2.86  0.03
C 1.04 -3.37 3.03  0.01
C 2.10 -3.01 2.22  0.00
C 1.91 -2.00 1.28  -0.08
N 0.74 -1.38 1.11  -0.01
H -4.42 1.62 -2.00  0.11
H -5.00 1.05 -0.47  0.13
H -2.49 -1.50 2.10  0.16
H -1.04 -2.99 3.46  0.14
H 1.15 -4.15 3.77  0.13
H 3.06 -3.49 2.30  0.13
H 2.73 -1.68 0.65  0.13
N 1.49 1.88 1.44  0.00
C 0.82 2.76 2.07  -0.30
C 1.31 3.43 3.28  -0.18
C 2.19 2.77 4.14  -0.01
C 2.66 3.41 5.27  -0.04
C 2.29 4.72 5.53  -0.03
C 1.43 5.39 4.67  -0.04
C 0.92 4.75 3.55  -0.01
C -0.57 3.15 1.59  -0.24
C -0.77 3.54 0.26  -0.13
C -2.04 3.91 -0.17  -0.07
C -3.11 3.88 0.71  -0.04
C -2.91 3.48 2.03  -0.01
C -1.65 3.13 2.47  0.00
H 2.48 1.75 3.91  0.11
H 3.33 2.90 5.95  0.12
H 2.67 5.22 6.41  0.12
H 1.14 6.41 4.88  0.12
H 0.25 5.27 2.89  0.13
H 0.09 3.72 -0.40  0.13
H -2.19 4.25 -1.19  0.13
H -4.09 4.18 0.37  0.13
H -3.74 3.49 2.73  0.13
H -1.48 2.87 3.51  0.14

Computed properties:
- lowest unoccupied orbital energy (alpha / beta) (eV) = -8.53 / -8.53
- largest force on an atom (eV/A) = 2.77
- HOMO-LUMO gap (alpha / beta) (eV) = 6.1 / 6.1
- net charge = +2
- relative energy (zero: lowest compared OMol25 entry of this formula, charge and spin) (kJ/mol) = 58.7
- molecular weight (g mol⁻¹) = 499.57
- HOMO level (alpha / beta) (Eh) = -0.5393 / -0.5393

---

# 6
The following is a quantum chemistry calculation of a structure of composition C20H17ClEr in a non-equilibrium geometry, from OMol25.

Last column: Mulliken spin population.
Element x y z (Å)
C -0.37 1.96 1.15  0.00
C 0.31 2.33 -0.04  -0.01
C 1.62 1.75 -0.01  0.00
H -0.12 2.94 -0.84  0.00
C 1.76 1.04 1.22  0.00
C 0.52 1.17 1.93  -0.01
H 0.34 0.82 2.94  0.00
H -1.36 2.30 1.49  0.00
H 2.36 1.77 -0.81  0.00
H 2.60 0.43 1.55  0.00
Er 0.04 -0.24 -0.01  3.04
Cl -2.19 -1.00 0.64  -0.01
C 1.06 -1.65 -5.17  0.00
C 2.45 -1.67 -4.80  0.00
C 2.99 -0.35 -5.01  0.00
H 3.00 -2.54 -4.45  0.00
C 1.93 0.49 -5.50  0.00
C 0.74 -0.31 -5.61  0.00
H -0.22 0.02 -5.97  0.00
H 0.38 -2.49 -5.15  0.00
H 4.02 -0.05 -4.84  0.00
H 2.03 1.53 -5.78  0.00
C -1.11 -2.38 5.70  0.00
C -1.63 -1.34 4.91  0.00
C -1.10 -1.07 3.65  0.00
C -0.04 -1.87 3.10  0.00
C 0.58 -1.68 1.83  -0.03
C 1.59 -2.47 1.36  0.01
C 2.10 -3.53 2.19  0.00
C 1.56 -3.75 3.45  0.00
C 0.48 -2.95 3.92  0.00
C -0.07 -3.17 5.21  0.00
H -1.52 -2.57 6.70  0.00
H -2.44 -0.71 5.28  0.00
H -1.54 -0.26 3.07  0.00
H 2.04 -2.32 0.35  0.00
H 2.92 -4.14 1.84  0.00
H 1.92 -4.53 4.10  0.00
H 0.35 -3.97 5.80  0.00

Computed properties:
- lowest unoccupied orbital energy (alpha / beta) (eV) = 2.08 / 2.13
- largest force on an atom (eV/A) = 2.14
- HOMO-LUMO gap (alpha / beta) (eV) = 5.1 / 5.1
- net charge = -1
- relative energy (zero: lowest compared OMol25 entry of this formula, charge and spin) (kJ/mol) = 46.2
- molecular weight (g mol⁻¹) = 460.07
- 2S+1 = 4
- HOMO level (alpha / beta) (Eh) = -0.1104 / -0.1104